Run P
Formula: C44H45Cl5LiN7O2SSe
Source: the OMol25 dataset
Level of theory: ωB97M-V/def2-TZVPD

CARTESIAN COORDINATES (ANGSTROEM)
Li (-0.943, 0.317, 1.863)
C (0.602, -3.370, 2.942)
C (1.803, -2.687, 2.350)
C (2.826, -3.415, 1.756)
C (3.945, -2.780, 1.233)
C (4.043, -1.399, 1.318)
C (3.041, -0.644, 1.923)
C (3.200, 0.838, 2.096)
C (1.901, -1.288, 2.427)
N (0.830, -0.552, 2.952)
C (0.807, -0.388, 4.264)
O (1.638, -0.737, 5.128)
C (-0.458, 0.307, 4.740)
C (-0.660, 0.681, 6.061)
C (-1.872, 1.273, 6.392)
C (-2.848, 1.449, 5.419)
C (-2.561, 1.039, 4.124)
N (-1.386, 0.505, 3.817)
C (-3.560, 1.169, 2.981)
O (-4.687, 1.626, 3.258)
N (-3.076, 0.732, 1.827)
C (-3.951, 0.777, 0.728)
C (-4.283, 1.993, 0.110)
C (-3.710, 3.272, 0.647)
C (-5.115, 1.986, -1.002)
C (-5.622, 0.799, -1.513)
C (-5.275, -0.400, -0.911)
C (-4.441, -0.426, 0.201)
C (-4.070, -1.728, 0.857)
H (0.650, -4.449, 2.784)
H (-0.322, -2.991, 2.501)
H (0.545, -3.172, 4.015)
H (2.744, -4.497, 1.712)
H (4.738, -3.356, 0.771)
H (4.906, -0.887, 0.906)
H (3.886, 1.252, 1.356)
H (3.577, 1.059, 3.099)
H (2.235, 1.335, 2.011)
H (0.125, 0.497, 6.781)
H (-2.061, 1.587, 7.413)
H (-3.815, 1.887, 5.623)
H (-2.623, 3.191, 0.724)
H (-4.099, 3.469, 1.649)
H (-3.954, 4.110, -0.008)
H (-5.354, 2.928, -1.484)
H (-6.258, 0.808, -2.391)
H (-5.645, -1.338, -1.315)
H (-4.408, -1.753, 1.895)
H (-4.509, -2.571, 0.320)
H (-2.986, -1.861, 0.883)
C (-0.558, -0.196, -5.830)
C (0.033, 1.137, -5.375)
C (1.147, 0.980, -4.342)
C (2.294, 0.138, -4.882)
N (3.480, 0.072, -4.017)
C (3.471, -0.039, -2.646)
S (4.509, 0.936, -1.749)
N (2.664, -0.932, -2.070)
C (1.962, -2.032, -2.716)
C (2.205, -3.350, -1.994)
C (3.646, -3.830, -2.115)
C (3.842, -5.217, -1.514)
H (-1.502, -0.050, -6.358)
H (-0.762, -0.840, -4.971)
H (0.116, -0.738, -6.498)
H (-0.754, 1.759, -4.946)
H (0.418, 1.684, -6.244)
H (0.736, 0.525, -3.435)
H (1.529, 1.962, -4.046)
H (2.645, 0.574, -5.821)
H (1.940, -0.862, -5.129)
H (4.168, 0.768, -4.257)
H (2.676, -0.924, -1.055)
H (2.344, -2.124, -3.731)
H (0.890, -1.817, -2.770)
H (1.527, -4.092, -2.427)
H (1.929, -3.254, -0.939)
H (4.307, -3.114, -1.619)
H (3.936, -3.842, -3.172)
H (3.556, -5.220, -0.461)
H (4.881, -5.543, -1.584)
H (3.221, -5.956, -2.027)
Se (0.916, 2.235, -0.419)
N (-0.052, 2.235, 1.085)
C (0.450, 3.176, 1.871)
C (-0.051, 3.497, 3.174)
C (0.537, 4.494, 3.877)
C (1.645, 5.235, 3.349)
C (2.142, 4.975, 2.118)
C (1.556, 3.926, 1.338)
N (1.960, 3.567, 0.141)
H (-0.893, 2.946, 3.568)
H (0.165, 4.741, 4.864)
H (2.085, 6.018, 3.957)
H (2.978, 5.523, 1.704)
Cl (-0.214, -1.449, -0.067)
C (-1.196, -0.695, -1.345)
C (-1.151, 0.674, -1.449)
C (-1.963, 1.205, -2.427)
Cl (-1.959, 2.960, -2.656)
C (-2.777, 0.447, -3.263)
Cl (-3.762, 1.176, -4.489)
C (-2.768, -0.940, -3.125)
Cl (-3.759, -1.924, -4.146)
C (-1.959, -1.528, -2.156)
Cl (-1.916, -3.256, -1.996)

As for the charge: -2. The lowest unoccupied orbital energy is 0.145 Eh. For the gap between HOMO and LUMO, the calculation gives 0.251 Ha. As for the multiplicity: 1.

These are the Löwdin partial charges, in e, on atoms 1 to 8: 0.501 -0.047 -0.238 -0.084 -0.126 -0.076 -0.205 -0.041

***

Run Q
Formula: C44H45Cl5LiN7O2SSe
Source: the OMol25 dataset
Level of theory: ωB97M-V/def2-TZVPD

CARTESIAN COORDINATES (ANGSTROEM)
Li (0.997, -0.520, 0.123)
C (0.730, -3.928, -3.201)
C (0.596, -2.778, -4.156)
C (-0.016, -2.940, -5.395)
C (-0.076, -1.895, -6.305)
C (0.481, -0.671, -5.965)
C (1.081, -0.473, -4.730)
C (1.675, 0.853, -4.353)
C (1.137, -1.531, -3.811)
N (1.720, -1.332, -2.548)
C (2.962, -1.760, -2.467)
O (3.693, -2.254, -3.357)
C (3.600, -1.605, -1.098)
C (4.986, -1.549, -0.988)
C (5.547, -1.407, 0.268)
C (4.726, -1.367, 1.381)
C (3.354, -1.446, 1.190)
N (2.807, -1.547, -0.026)
C (2.422, -1.429, 2.388)
O (2.929, -1.683, 3.497)
N (1.158, -1.166, 2.086)
C (0.271, -1.140, 3.181)
C (0.286, -0.083, 4.104)
C (1.312, 1.004, 3.990)
C (-0.664, -0.055, 5.118)
C (-1.622, -1.052, 5.235)
C (-1.622, -2.099, 4.327)
C (-0.683, -2.157, 3.302)
C (-0.662, -3.317, 2.349)
H (0.099, -4.766, -3.505)
H (0.466, -3.626, -2.186)
H (1.771, -4.261, -3.162)
H (-0.436, -3.910, -5.650)
H (-0.561, -2.031, -7.265)
H (0.432, 0.161, -6.661)
H (1.560, 1.577, -5.162)
H (2.737, 0.751, -4.114)
H (1.192, 1.248, -3.459)
H (5.569, -1.628, -1.895)
H (6.624, -1.333, 0.381)
H (5.098, -1.292, 2.394)
H (1.417, 1.326, 2.952)
H (2.287, 0.636, 4.321)
H (1.028, 1.870, 4.589)
H (-0.662, 0.780, 5.812)
H (-2.374, -1.001, 6.015)
H (-2.371, -2.882, 4.402)
H (0.193, -3.970, 2.545)
H (-1.576, -3.908, 2.440)
H (-0.559, -2.982, 1.317)
C (-7.120, -0.867, 0.696)
C (-6.618, 0.566, 0.537)
C (-5.462, 0.713, -0.451)
C (-5.868, 0.364, -1.882)
N (-4.815, 0.560, -2.870)
C (-3.567, -0.003, -2.929)
S (-2.316, 0.813, -3.684)
N (-3.326, -1.226, -2.421)
C (-4.201, -2.161, -1.738)
C (-3.416, -3.371, -1.253)
C (-2.935, -4.309, -2.355)
C (-2.132, -5.470, -1.784)
H (-7.927, -0.923, 1.428)
H (-6.317, -1.519, 1.036)
H (-7.506, -1.274, -0.241)
H (-6.299, 0.946, 1.511)
H (-7.449, 1.204, 0.215)
H (-4.621, 0.082, -0.140)
H (-5.084, 1.739, -0.431)
H (-6.689, 1.014, -2.198)
H (-6.261, -0.646, -1.940)
H (-4.745, 1.509, -3.208)
H (-2.366, -1.508, -2.564)
H (-5.002, -2.491, -2.413)
H (-4.664, -1.689, -0.873)
H (-4.067, -3.927, -0.569)
H (-2.571, -3.037, -0.645)
H (-2.337, -3.762, -3.093)
H (-3.806, -4.696, -2.897)
H (-1.228, -5.116, -1.289)
H (-1.833, -6.177, -2.558)
H (-2.723, -6.012, -1.041)
Se (-0.280, 2.099, -0.865)
N (1.315, 1.413, -0.562)
C (2.208, 2.288, -1.025)
C (3.615, 2.091, -0.978)
C (4.427, 3.064, -1.474)
C (3.894, 4.263, -2.034)
C (2.550, 4.473, -2.100)
C (1.668, 3.474, -1.609)
N (0.326, 3.539, -1.653)
H (4.005, 1.173, -0.557)
H (5.501, 2.924, -1.447)
H (4.574, 5.014, -2.417)
H (2.132, 5.376, -2.527)
Cl (-1.957, -0.630, 0.501)
C (-2.144, 0.619, 1.777)
C (-1.267, 1.658, 1.781)
C (-1.478, 2.593, 2.764)
Cl (-0.451, 4.040, 2.796)
C (-2.469, 2.480, 3.734)
Cl (-2.644, 3.647, 5.012)
C (-3.329, 1.383, 3.690)
Cl (-4.571, 1.196, 4.883)
C (-3.178, 0.433, 2.684)
Cl (-4.257, -0.927, 2.606)

As for the charge: -2. The lowest unoccupied orbital energy is 0.141 Eh. For the gap between HOMO and LUMO, the calculation gives 0.244 Ha. As for the multiplicity: 1.

These are the Löwdin partial charges, in e, on atoms 1 to 8: 0.506 -0.051 -0.221 -0.082 -0.123 -0.085 -0.226 -0.036

***

Which of them is the least stable? Correct choice: run Q.

***

Run P
Formula: CH8N2O
Source: the OMol25 dataset
Level of theory: ωB97M-V/def2-TZVPD

CARTESIAN COORDINATES (ANGSTROEM)
N (-0.726, 1.507, -1.415)
C (-0.232, 0.575, -0.444)
N (-0.387, -0.831, -0.838)
H (-0.017, 1.936, -2.024)
H (-1.515, 1.207, -1.996)
H (0.828, 0.696, -0.224)
H (-0.788, 0.658, 0.490)
H (-1.370, -1.071, -0.827)
H (0.113, -1.085, -1.685)
H (0.603, -1.394, 1.871)
H (1.600, -0.351, 2.147)
O (1.196, -1.117, 2.585)

As for the charge: +1. The lowest unoccupied orbital energy (spin up / spin down) is -0.144 / -0.342 Eh. For the gap between HOMO and LUMO (spin up / spin down), the calculation gives 0.400 / 0.202 Ha. As for the multiplicity: 2.

These are the Löwdin partial charges, in e, on atoms 1 to 8: 0.250 -0.277 0.195 0.150 0.144 0.143 0.145 0.125

***

Run Q
Formula: CH8N2O
Source: the OMol25 dataset
Level of theory: ωB97M-V/def2-TZVPD

CARTESIAN COORDINATES (ANGSTROEM)
N (1.159, -0.075, -0.631)
C (1.118, 1.163, 0.109)
O (1.213, 0.989, 1.538)
H (0.878, 0.071, -1.601)
H (1.985, -0.655, -0.461)
H (1.995, 1.792, -0.177)
H (0.203, 1.679, -0.216)
N (-2.578, -1.262, 0.124)
H (0.818, 0.091, 1.323)
H (-2.045, -0.922, 0.917)
H (-2.730, -0.800, -0.766)
H (-2.015, -2.071, -0.160)

As for the charge: +1. The lowest unoccupied orbital energy (spin up / spin down) is -0.138 / -0.366 Eh. For the gap between HOMO and LUMO (spin up / spin down), the calculation gives 0.443 / 0.142 Ha. As for the multiplicity: 2.

These are the Löwdin partial charges, in e, on atoms 1 to 8: 0.215 -0.260 0.030 0.142 0.153 0.185 0.156 0.143

***

Which of them is the least stable? Correct choice: run Q.

***

Run P
Formula: C14H18N2O2
Source: the OMol25 dataset
Level of theory: ωB97M-V/def2-TZVPD

CARTESIAN COORDINATES (ANGSTROEM)
C (0.765, -1.303, 1.442)
C (-0.758, -1.308, 1.454)
C (-1.161, 0.178, 1.503)
O (-2.299, 0.622, 1.425)
N (-0.017, 0.910, 1.630)
C (1.132, 0.181, 1.456)
O (2.246, 0.676, 1.325)
H (1.180, -1.763, 2.355)
H (1.192, -1.766, 0.538)
H (-1.168, -1.776, 0.549)
H (-1.135, -1.808, 2.360)
C (0.393, 3.046, -0.789)
N (-0.306, 3.639, 0.362)
C (-0.857, 4.988, 0.207)
C (-0.303, 3.059, 1.529)
C (-0.975, 3.546, 2.683)
C (-2.318, 3.994, 2.683)
C (-2.815, 4.651, 3.803)
C (-2.019, 4.820, 4.944)
C (-2.541, 5.574, 6.128)
C (-0.732, 4.268, 4.982)
C (-0.219, 3.605, 3.881)
H (0.211, 3.690, -1.647)
H (1.472, 2.971, -0.607)
H (0.019, 2.040, -1.000)
H (-0.528, 5.356, -0.769)
H (-1.952, 4.973, 0.251)
H (-0.484, 5.647, 1.003)
H (0.492, 2.303, 1.722)
H (-2.943, 3.824, 1.805)
H (-3.828, 5.059, 3.797)
H (-1.770, 5.621, 6.901)
H (-2.808, 6.597, 5.838)
H (-3.434, 5.104, 6.559)
H (-0.133, 4.388, 5.887)
H (0.785, 3.172, 3.895)

The lowest unoccupied orbital energy is -0.006 Eh. For the gap between HOMO and LUMO, the calculation gives 0.282 Ha. As for the multiplicity: 1.

These are the Löwdin partial charges, in e, on atoms 1 to 8: -0.102 -0.099 -0.486 0.030 0.059 -0.491 0.023 0.121

***

Run Q
Formula: C14H18N2O2
Source: the OMol25 dataset
Level of theory: ωB97M-V/def2-TZVPD

CARTESIAN COORDINATES (ANGSTROEM)
C (1.476, -4.262, -1.899)
C (0.452, -3.816, -0.898)
C (0.019, -2.495, -0.894)
C (-0.907, -2.054, 0.040)
C (-1.417, -2.958, 0.971)
C (-0.992, -4.269, 0.966)
C (-0.056, -4.700, 0.040)
H (0.278, -5.727, 0.045)
H (-1.390, -4.963, 1.692)
H (-2.146, -2.605, 1.683)
O (-1.435, -0.791, 0.107)
C (-0.762, 0.298, -0.469)
C (0.388, 0.806, 0.420)
O (1.419, -0.132, 0.583)
H (1.747, -0.411, -0.280)
H (-0.007, 0.967, 1.429)
C (0.957, 2.136, -0.131)
N (0.023, 3.219, -0.050)
C (-0.239, 4.013, 1.029)
N (-1.184, 4.876, 0.766)
C (-1.563, 4.649, -0.519)
C (-0.832, 3.626, -1.044)
H (-0.829, 3.174, -2.014)
H (-2.332, 5.236, -0.979)
C (0.487, 3.913, 2.319)
H (0.096, 4.671, 2.990)
H (0.354, 2.932, 2.773)
H (1.554, 4.083, 2.176)
H (1.851, 2.382, 0.450)
H (1.248, 2.000, -1.178)
H (-0.391, 0.068, -1.477)
H (-1.517, 1.086, -0.549)
H (0.416, -1.831, -1.649)
H (1.342, -3.752, -2.851)
H (2.478, -4.034, -1.533)
H (1.414, -5.334, -2.064)

Its SMILES is Cc1cccc(OC[C@@H](O)Cn2ccnc2C)c1. The lowest unoccupied orbital energy is 0.019 Eh. For the gap between HOMO and LUMO, the calculation gives 0.330 Ha. As for the multiplicity: 1.

These are the Löwdin partial charges, in e, on atoms 1 to 8: -0.050 -0.278 0.003 -0.255 -0.009 -0.076 -0.062 0.107

***

Which of them is the least stable? Correct choice: run P.

***

Run P
Formula: C3H10N5
Source: the OMol25 dataset
Level of theory: ωB97M-V/def2-TZVPD

CARTESIAN COORDINATES (ANGSTROEM)
C (0.892, 2.791, -0.442)
C (0.112, 1.607, -0.494)
C (1.045, -1.901, 1.552)
N (0.416, 0.512, 0.233)
N (-0.378, -0.486, 0.036)
N (-1.024, -2.641, 0.433)
N (-0.123, -1.597, 0.674)
N (-1.025, 1.749, -1.544)
H (0.726, 3.598, -1.185)
H (1.486, 2.857, 0.438)
H (1.888, -2.409, 0.945)
H (1.462, -0.997, 1.983)
H (0.700, -2.606, 2.339)
H (-1.822, -2.271, -0.202)
H (-0.790, -3.607, 0.265)
H (-0.409, 2.086, -2.319)
H (-1.479, 0.905, -1.648)
H (-1.677, 2.410, -1.065)

As for the charge: +1. Its SMILES is C=C([NH3+])/N=N/N(C)N. The lowest unoccupied orbital energy (spin up / spin down) is -0.138 / -0.138 Eh. For the gap between HOMO and LUMO (spin up / spin down), the calculation gives 0.289 / 0.289 Ha. As for the multiplicity: 1.

These are the Löwdin partial charges, in e, on atoms 1 to 8: 0.095 -0.347 0.004 0.030 0.027 0.065 -0.243 0.244

***

Run Q
Formula: C3H10N5
Source: the OMol25 dataset
Level of theory: ωB97M-V/def2-TZVPD

CARTESIAN COORDINATES (ANGSTROEM)
C (-0.195, -0.731, -0.732)
C (-1.586, -0.376, -1.244)
C (-0.069, 1.003, 1.115)
N (2.502, -0.273, -0.929)
N (1.830, 0.448, -0.143)
N (0.596, -1.921, 1.143)
N (0.540, 0.465, -0.125)
N (-0.210, -1.677, 0.269)
H (0.459, -1.097, -1.502)
H (-2.377, -0.307, -0.433)
H (-2.052, -1.048, -2.000)
H (-1.561, 0.541, -1.896)
H (-1.144, 0.662, 1.162)
H (0.259, 0.525, 1.947)
H (0.101, 2.039, 1.068)
H (3.529, -0.355, -0.765)
H (2.111, 1.062, 0.626)
H (0.340, -2.876, 1.533)

As for the charge: +1. Its SMILES is [H]/N=N/[C@@H](C)N(C)/[NH+]=N/[H]. The lowest unoccupied orbital energy (spin up / spin down) is -0.185 / -0.185 Eh. For the gap between HOMO and LUMO (spin up / spin down), the calculation gives 0.294 / 0.294 Ha. As for the multiplicity: 1.

These are the Löwdin partial charges, in e, on atoms 1 to 8: -0.353 -0.029 0.020 0.198 -0.032 0.135 -0.081 -0.031

***

Which of them is the least stable? Correct choice: run Q.